{"formula": "C14H41N2O9Pd2", "method": "ωB97M-V/def2-TZVPD", "gap_ev": [9.09, 6.20], "spin_multiplicity": 5, "lumo_energy_ev": [-8.35, -11.41], "total_charge": 3, "total_energy_ha": -1599.22897, "relative_energy_ev": 3.464, "species": ["Pd", "Pd", "O", "H", "C", "C", "C", "O", "C", "N", "H", "H", "H", "H", "H", "H", "H", "H", "H", "H", "H", "C", "C", "C", "O", "C", "N", "H", "H", "H", "H", "H", "H", "H", "H", "H", "H", "H", "C", "C", "O", "O", "H", "H", "H", "H", "H", "H", "C", "C", "O", "O", "H", "H", "H", "H", "H", "H", "C", "C", "O", "O", "H", "H", "H", "H", "H", "H"], "positions_angstrom": [[1.918, 2.337, 0.483], [-1.043, -0.429, 0.169], [0.600, 0.776, -0.168], [1.249, 0.377, -0.779], [-2.277, -4.303, 2.298], [-1.616, -2.937, 1.977], [-0.010, -3.075, 2.140], [0.458, -1.882, 1.513], [1.913, -1.693, 1.487], [-1.916, -2.652, 0.600], [-2.369, -4.456, 3.373], [-1.828, -5.209, 1.893], [-3.351, -4.389, 2.135], [-2.010, -2.087, 2.534], [0.287, -3.979, 1.609], [0.101, -2.949, 3.217], [2.140, -0.861, 2.153], [2.059, -1.270, 0.493], [2.472, -2.624, 1.584], [-2.907, -2.731, 0.421], [-1.735, -3.513, 0.105], [-2.998, -0.718, -3.703], [-2.206, -0.969, -2.358], [-0.984, -1.772, -2.657], [-0.063, -1.709, -1.539], [1.027, -2.539, -1.779], [-1.988, 0.365, -1.743], [-2.387, -0.512, -4.581], [-3.799, 0.020, -3.701], [-3.424, -1.687, -3.965], [-2.773, -1.585, -1.660], [-0.456, -1.483, -3.565], [-1.145, -2.817, -2.922], [1.950, -2.004, -1.555], [1.145, -2.971, -2.773], [1.060, -3.453, -1.186], [-2.801, 0.964, -1.732], [-1.397, 0.739, -2.472], [-3.387, 0.330, 2.173], [-2.244, 1.265, 2.550], [-1.048, 0.648, 2.142], [-3.403, 0.083, 0.787], [-4.351, 0.708, 2.514], [-3.392, -0.618, 2.711], [-2.212, 1.344, 3.637], [-2.654, 2.199, 2.164], [-0.274, 0.916, 2.641], [-4.358, 0.075, 0.684], [4.858, 3.294, 1.303], [4.964, 2.020, 0.500], [3.777, 1.226, 0.282], [3.700, 3.940, 0.923], [5.666, 4.024, 1.369], [4.679, 3.015, 2.341], [5.696, 1.486, 1.107], [5.526, 2.211, -0.414], [4.144, 0.390, -0.012], [3.944, 4.866, 0.845], [1.433, 3.738, -2.169], [0.189, 3.569, -1.267], [0.360, 3.945, 0.146], [2.448, 2.814, -1.650], [2.023, 4.646, -2.289], [1.203, 3.497, -3.207], [-0.271, 2.614, -1.518], [-0.520, 4.299, -1.657], [-0.382, 4.473, 0.448], [2.988, 2.666, -2.429]]}

***

{"formula": "CH2N2O2Si", "method": "ωB97M-V/def2-TZVPD", "gap_ev": 10.71, "lumo_energy_ev": -0.95, "total_energy_ha": -588.66492, "smiles": "N#C[SiH2][N+](=O)[O-]", "relative_energy_ev": 0.974, "species": ["N", "C", "Si", "N", "O", "O", "H", "H"], "positions_angstrom": [[-0.519, 3.182, 0.752], [-0.230, 2.273, 0.139], [0.381, 0.602, -0.559], [2.061, 0.029, -0.065], [2.392, -1.140, 0.075], [2.826, 0.970, 0.153], [0.219, 0.968, -2.052], [-0.409, -0.221, 0.315]]}

***

{"formula": "H18O9", "method": "ωB97M-V/def2-TZVPD", "gap_ev": 7.83, "lumo_energy_ev": -0.19, "total_energy_ha": -687.68054, "relative_energy_ev": 9.395, "species": ["H", "H", "H", "H", "H", "H", "H", "H", "H", "H", "H", "H", "H", "H", "H", "H", "H", "H", "O", "O", "O", "O", "O", "O", "O", "O", "O"], "positions_angstrom": [[-0.714, 0.225, 0.101], [-0.140, -0.685, 1.175], [0.603, -2.586, -1.029], [-0.134, -1.540, -1.848], [1.913, 1.422, 2.059], [1.850, -0.092, 1.935], [-2.771, 1.737, 1.245], [-1.291, 1.806, 0.907], [-0.187, 1.260, -3.516], [1.008, 2.158, -3.244], [-1.324, -1.278, 2.925], [-1.802, -2.581, 3.545], [-0.411, 4.895, 0.422], [-0.760, 4.049, -0.791], [2.137, -0.158, -3.260], [2.092, 0.281, -4.715], [-0.021, -3.998, 2.891], [0.348, -4.387, 1.468], [-0.609, 0.148, 1.056], [-0.056, -2.493, -1.726], [1.289, 0.691, 1.982], [-2.073, 1.255, 0.789], [0.532, 1.723, -3.960], [-1.031, -2.006, 3.485], [-0.009, 4.375, -0.282], [1.709, 0.472, -3.851], [-0.147, -4.694, 2.236]]}

***

{"formula": "C10H64NO23", "method": "ωB97M-V/def2-TZVPD", "gap_ev": 9.55, "lumo_energy_ev": -2.49, "total_charge": 1, "total_energy_ha": -2204.45395, "species": ["C", "C", "O", "O", "C", "C", "C", "C", "C", "C", "C", "C", "N", "H", "H", "H", "H", "H", "H", "H", "H", "H", "H", "H", "H", "H", "H", "H", "H", "H", "H", "H", "H", "H", "H", "O", "H", "H", "O", "H", "H", "O", "H", "H", "O", "H", "H", "O", "H", "H", "O", "H", "H", "O", "H", "H", "O", "H", "H", "O", "H", "H", "O", "H", "H", "O", "H", "H", "O", "H", "H", "O", "H", "H", "O", "H", "H", "O", "H", "H", "O", "H", "H", "O", "H", "H", "O", "H", "H", "O", "H", "H", "O", "H", "H", "O", "H", "H"], "positions_angstrom": [[-2.023, 3.105, -2.021], [-2.116, 1.897, -2.891], [-2.593, 1.965, -3.987], [-1.686, 0.704, -2.403], [-0.355, 0.299, -2.878], [0.465, -0.080, -1.650], [1.129, 1.167, -1.071], [1.661, 1.045, 0.360], [0.874, 0.094, 1.266], [1.481, -1.335, 1.198], [0.386, -2.383, 1.224], [-0.262, -2.412, 2.597], [-1.556, -3.189, 2.522], [-2.696, 3.855, -2.410], [-1.015, 3.504, -2.014], [-2.286, 2.892, -0.989], [0.101, 1.109, -3.434], [-0.550, -0.575, -3.484], [-0.240, -0.554, -0.981], [1.230, -0.774, -1.987], [0.455, 2.011, -1.195], [1.982, 1.363, -1.717], [1.598, 2.029, 0.806], [2.706, 0.774, 0.413], [-0.171, 0.014, 0.988], [0.890, 0.419, 2.300], [2.163, -1.447, 2.029], [2.043, -1.412, 0.275], [-0.392, -2.122, 0.505], [0.806, -3.360, 0.992], [0.409, -2.844, 3.328], [-0.553, -1.417, 2.901], [-2.200, -2.886, 3.261], [-2.031, -3.027, 1.635], [-1.376, -4.187, 2.606], [2.896, 1.367, -3.743], [3.712, 1.845, -3.931], [2.320, 1.583, -4.484], [-2.219, -1.680, -4.826], [-2.606, -0.942, -4.335], [-2.019, -1.310, -5.694], [-5.408, 0.624, -3.316], [-5.899, 0.481, -4.133], [-4.582, 1.020, -3.618], [3.827, 2.855, 1.533], [3.466, 3.575, 2.058], [4.045, 3.279, 0.698], [-1.689, -4.368, -3.666], [-1.119, -4.601, -4.405], [-1.849, -3.422, -3.779], [2.693, -3.014, 3.609], [2.820, -3.719, 2.961], [2.893, -3.440, 4.450], [-8.509, 1.389, -2.934], [-7.736, 0.922, -3.259], [-8.156, 1.987, -2.267], [-4.273, -2.914, -6.400], [-4.729, -3.752, -6.269], [-3.885, -2.703, -5.540], [4.620, 5.603, 1.609], [5.424, 6.135, 1.574], [3.951, 6.215, 1.937], [0.689, 4.309, 0.845], [0.917, 4.300, -0.094], [-0.106, 3.770, 0.908], [3.961, -3.927, 1.131], [4.257, -4.495, 0.412], [4.636, -3.242, 1.188], [-2.430, 0.226, 1.839], [-2.892, 0.260, 0.993], [-2.918, 0.842, 2.397], [4.207, -5.519, 4.093], [4.412, -5.607, 3.157], [3.360, -5.973, 4.187], [1.383, 5.907, -1.467], [1.030, 6.626, -0.932], [1.598, 6.312, -2.312], [5.966, 6.152, 4.018], [6.787, 5.917, 4.466], [5.732, 5.361, 3.518], [2.392, -7.380, 2.870], [2.596, -7.482, 1.934], [1.546, -7.828, 2.979], [8.494, 7.046, 3.081], [9.298, 7.575, 3.046], [7.817, 7.649, 3.408], [-7.024, -0.021, -0.227], [-6.737, 0.110, -1.140], [-7.770, -0.624, -0.306], [-4.087, -2.290, 4.253], [-4.451, -2.640, 5.072], [-4.849, -1.913, 3.793], [3.101, -3.045, -2.267], [2.388, -3.613, -1.957], [2.691, -2.497, -2.944], [-6.557, -0.638, 3.483], [-7.022, -0.554, 2.645], [-6.925, 0.059, 4.035]]}

***

{"formula": "C29H58F15N6O15S2", "method": "ωB97M-V/def2-TZVPD", "gap_ev": 2.89, "lumo_energy_ev": -4.31, "total_charge": 1, "total_energy_ha": -4890.54380, "relative_energy_ev": 0.000, "species": ["C", "F", "F", "F", "S", "O", "O", "N", "S", "O", "O", "C", "F", "F", "F", "C", "C", "O", "N", "H", "H", "C", "H", "H", "H", "H", "H", "H", "C", "C", "O", "N", "H", "H", "C", "H", "H", "H", "H", "H", "H", "C", "C", "O", "N", "H", "H", "C", "H", "H", "H", "H", "H", "H", "C", "C", "O", "N", "H", "H", "C", "H", "H", "H", "H", "H", "H", "C", "C", "O", "N", "H", "H", "C", "H", "H", "H", "H", "H", "H", "C", "O", "O", "C", "F", "F", "F", "C", "C", "H", "H", "H", "H", "H", "H", "C", "O", "O", "C", "F", "F", "F", "C", "C", "H", "H", "H", "H", "H", "H", "C", "O", "O", "C", "F", "F", "F", "C", "C", "H", "H", "H", "H", "H", "H"], "positions_angstrom": [[1.883, 0.540, -0.188], [1.614, 0.988, -1.409], [3.004, -0.153, -0.219], [2.033, 1.576, 0.628], [0.555, -0.596, 0.453], [0.421, -1.657, -0.481], [1.038, -0.991, 1.763], [-0.719, 0.425, 0.642], [-1.835, 0.055, -0.424], [-1.359, 0.026, -1.777], [-2.589, -1.135, -0.085], [-3.031, 1.505, -0.210], [-3.221, 1.688, 1.093], [-2.524, 2.560, -0.801], [-4.134, 1.195, -0.875], [-5.392, -1.632, 1.301], [-6.401, -0.775, 2.001], [-6.283, 0.371, 2.246], [-7.566, -1.491, 2.688], [-7.655, -2.400, 2.233], [-7.216, -1.560, 3.646], [-8.869, -0.727, 2.595], [-4.899, -0.947, 0.610], [-5.876, -2.357, 0.646], [-4.639, -1.960, 2.013], [-8.788, 0.329, 2.822], [-9.479, -1.257, 3.323], [-9.293, -0.869, 1.605], [2.685, -3.480, -2.026], [2.821, -4.175, -0.717], [2.726, -3.694, 0.359], [3.370, -5.611, -0.750], [3.763, -5.937, -1.634], [4.154, -5.465, -0.105], [2.423, -6.644, -0.186], [3.619, -3.567, -2.583], [2.430, -2.440, -1.862], [1.842, -3.969, -2.531], [3.023, -7.547, -0.092], [1.531, -6.686, -0.795], [2.189, -6.379, 0.842], [-0.493, -3.729, 1.894], [0.117, -4.233, 3.159], [0.140, -5.355, 3.511], [0.955, -3.227, 3.952], [0.687, -2.266, 3.715], [0.806, -3.316, 4.959], [2.430, -3.419, 3.704], [0.374, -3.969, 1.265], [-0.690, -2.666, 1.932], [-1.298, -4.374, 1.562], [2.928, -2.831, 4.481], [2.753, -3.170, 2.704], [2.685, -4.389, 4.131], [-0.187, 3.655, 2.050], [-1.171, 2.982, 2.963], [-2.145, 3.513, 3.345], [-0.926, 1.498, 3.221], [-0.887, 1.024, 2.277], [0.006, 1.530, 3.641], [-1.836, 0.919, 4.260], [0.107, 3.080, 1.176], [0.665, 3.962, 2.672], [-0.609, 4.613, 1.751], [-1.545, 1.308, 5.227], [-1.694, -0.155, 4.157], [-2.866, 1.131, 3.993], [3.595, 3.479, -2.211], [2.211, 3.981, -2.537], [1.404, 4.456, -1.835], [1.862, 3.812, -4.038], [1.699, 4.713, -4.493], [2.610, 3.282, -4.479], [0.614, 2.941, -4.227], [4.189, 3.420, -3.121], [3.580, 2.491, -1.751], [4.017, 4.152, -1.466], [0.812, 2.003, -3.719], [0.493, 2.759, -5.291], [-0.196, 3.526, -3.803], [7.868, 2.392, 0.773], [7.509, 1.075, 0.211], [9.089, 2.384, 1.076], [7.430, 3.444, -0.290], [8.104, 4.589, -0.112], [7.656, 3.114, -1.579], [6.097, 3.756, -0.177], [6.194, 0.825, -0.135], [6.200, -0.564, -0.773], [5.229, -0.959, -1.106], [6.891, -0.563, -1.613], [6.467, -1.257, 0.029], [5.623, 1.497, -0.793], [5.637, 0.720, 0.818], [7.206, 2.573, 1.657], [-2.364, -5.975, -1.600], [-1.482, -5.128, -2.404], [-3.016, -6.797, -2.285], [-1.499, -6.706, -0.541], [-2.315, -7.258, 0.371], [-0.707, -7.660, -1.052], [-0.646, -5.915, 0.222], [-1.363, -3.780, -1.988], [-0.770, -3.056, -3.205], [-0.209, -3.771, -3.807], [-1.575, -2.729, -3.864], [-0.219, -2.167, -2.894], [-0.706, -3.780, -1.109], [-2.323, -3.314, -1.748], [-3.003, -5.274, -0.994], [-2.118, 7.588, -0.647], [-3.140, 7.272, -1.654], [-2.353, 8.739, -0.164], [-1.976, 6.456, 0.378], [-2.879, 6.471, 1.368], [-2.000, 5.185, -0.148], [-0.775, 6.454, 1.038], [-2.868, 6.333, -2.660], [-4.134, 6.025, -3.425], [-4.632, 6.895, -3.860], [-3.986, 5.301, -4.231], [-4.920, 5.632, -2.771], [-2.513, 5.401, -2.211], [-2.129, 6.703, -3.389], [-1.135, 7.539, -1.204]]}

***

{"formula": "C10H10Cl2FNO2", "method": "ωB97M-V/def2-TZVPD", "gap_ev": 2.64, "lumo_energy_ev": -2.99, "total_energy_ha": -1612.30275, "relative_energy_ev": 4.979, "species": ["C", "C", "C", "C", "C", "O", "O", "H", "H", "H", "H", "H", "H", "H", "Cl", "C", "N", "F", "C", "Cl", "C", "C", "C", "H", "H", "H"], "positions_angstrom": [[-3.038, -1.714, 1.996], [-1.794, -1.125, 2.571], [-0.546, -1.589, 2.096], [0.702, -1.125, 2.572], [1.946, -1.718, 1.998], [0.820, -0.269, 3.432], [-1.912, -0.268, 3.431], [-2.825, -2.515, 1.288], [-3.657, -2.120, 2.796], [-3.610, -0.943, 1.481], [-0.545, -2.344, 1.331], [1.731, -2.492, 1.261], [2.538, -0.939, 1.519], [2.543, -2.161, 2.795], [-2.257, 1.489, -1.553], [-0.659, 1.704, -2.151], [0.381, 0.964, -1.575], [0.136, 0.193, -0.527], [1.690, 1.075, -2.058], [2.917, 0.112, -1.342], [1.964, 1.951, -3.068], [0.931, 2.713, -3.630], [-0.383, 2.578, -3.162], [2.969, 2.018, -3.450], [1.148, 3.404, -4.426], [-1.190, 3.121, -3.625]]}

***

{"formula": "C5H7NO", "method": "ωB97M-V/def2-TZVPD", "gap_ev": 9.15, "lumo_energy_ev": 0.67, "total_energy_ha": -324.52130, "relative_energy_ev": 5.529, "species": ["O", "C", "C", "C", "C", "C", "N", "H", "H", "H", "H", "H", "H", "H"], "positions_angstrom": [[1.565, -0.734, -1.085], [1.053, -0.240, 0.126], [0.394, 1.147, 0.206], [-0.989, 1.139, -0.378], [-1.229, -0.380, -0.666], [-0.340, -0.749, 0.512], [-0.515, 0.596, 1.264], [2.515, -0.560, -1.113], [1.757, -0.374, 0.962], [0.920, 2.092, 0.357], [-1.501, 1.144, 0.916], [-0.889, -0.741, -1.646], [-2.282, -0.658, -0.531], [-0.459, -1.680, 1.078]]}

***

{"formula": "C18H40HfN5OP3", "method": "ωB97M-V/def2-TZVPD", "gap_ev": [4.51, 3.26], "lumo_energy_ev": [-14.93, -15.48], "total_charge": 4, "total_energy_ha": -2129.28960, "species": ["Hf", "P", "P", "P", "H", "C", "C", "H", "C", "C", "C", "C", "C", "C", "C", "C", "C", "H", "H", "H", "H", "H", "H", "H", "H", "H", "H", "H", "H", "H", "H", "H", "H", "H", "H", "H", "H", "H", "H", "H", "H", "H", "H", "H", "H", "H", "C", "C", "C", "C", "C", "C", "O", "H", "H", "H", "H", "H", "H", "N", "N", "N", "C", "N", "N", "H", "H", "H"], "positions_angstrom": [[-0.603, -0.166, -0.668], [1.378, 0.887, 0.910], [-1.147, 2.060, -1.812], [1.591, -0.460, -2.224], [-1.849, -2.685, -0.857], [-0.741, -2.633, -0.902], [0.005, -2.562, 0.292], [-0.528, -2.606, 1.242], [1.033, 1.252, 2.677], [2.103, 2.530, 0.476], [2.881, -0.150, 1.192], [-2.771, 2.087, -2.635], [-1.411, 3.265, -0.465], [-0.134, 2.932, -3.035], [2.587, -1.961, -1.876], [2.923, 0.794, -2.425], [1.276, -0.708, -4.011], [-0.337, -3.102, -1.810], [1.062, -2.793, 0.328], [0.666, 0.361, 3.213], [0.285, 2.054, 2.769], [1.967, 1.580, 3.165], [1.364, 3.317, 0.663], [2.391, 2.569, -0.580], [2.984, 2.713, 1.107], [2.592, -1.207, 1.224], [3.328, 0.120, 2.159], [3.631, -0.022, 0.404], [-2.624, 2.018, -3.721], [-3.290, 3.026, -2.393], [-3.388, 1.237, -2.315], [-1.701, 4.226, -0.901], [-0.510, 3.397, 0.142], [-2.215, 2.925, 0.199], [-0.725, 3.765, -3.438], [0.114, 2.249, -3.859], [0.788, 3.321, -2.586], [3.201, -2.174, -2.762], [1.930, -2.814, -1.673], [3.247, -1.806, -1.013], [3.551, 0.487, -3.274], [3.563, 0.873, -1.541], [2.488, 1.775, -2.653], [2.167, -1.198, -4.425], [1.152, 0.258, -4.517], [0.404, -1.334, -4.228], [-2.364, -1.610, -3.987], [-3.459, -1.156, -4.726], [-3.590, -1.550, -6.064], [-2.687, -2.476, -6.617], [-1.731, -3.090, -5.788], [-1.590, -2.674, -4.463], [-1.994, -0.871, -2.855], [-0.997, -0.981, -2.668], [-4.131, -0.432, -4.265], [-4.413, -1.153, -6.673], [-2.724, -2.715, -7.688], [-1.118, -3.909, -6.190], [-0.897, -3.197, -3.797], [-2.100, -0.619, 3.491], [-2.405, 0.039, 2.311], [-3.749, 0.155, 2.020], [-3.736, 0.236, 0.696], [-2.521, 0.076, 0.138], [-1.655, -0.158, 1.224], [-2.633, -0.239, 4.255], [-1.088, -0.640, 3.645], [-4.603, 0.402, 0.076]]}